1.
51
Properties=species:S:1:pos:R:3:mulliken_charge:R:1 method="wB97M-V/def2-TZVPD" energy_ev=-34368.1147 gap_ev=8.24 relative_energy_kj_mol=184.0 multiplicity=1
O -4.502 0.934 -0.171 -0.48
H -4.112 -4.150 0.974 0.39
H -5.542 -0.972 -1.511 0.44
H 0.930 2.938 0.043 0.33
H 4.563 1.765 -0.885 0.42
H -0.630 -1.051 -2.818 0.39
H -0.936 -2.642 0.431 0.39
C 0.861 0.864 0.071 0.17
H -0.028 -3.220 -0.984 0.25
C 2.998 -0.355 -0.004 0.51
H 1.080 -1.334 -2.423 0.29
C 6.483 1.126 -0.216 -0.70
C -3.833 3.152 0.268 -0.72
H 4.698 -2.016 1.100 0.42
C 5.213 -1.137 0.743 -0.45
H -1.905 0.434 -0.279 1.24
C 5.113 0.996 -0.360 -0.30
C -3.618 -0.818 1.262 0.03
C 6.579 -0.998 0.895 -0.59
C 4.466 -0.135 0.130 0.33
H 7.149 -1.775 1.381 0.39
O -0.083 -0.796 1.442 -0.66
C -1.504 3.731 0.351 -1.08
C -2.148 1.459 -0.061 -0.54
H -3.100 5.128 0.599 0.38
H -1.684 -2.584 -1.182 0.32
C -0.749 -2.482 -0.628 -1.25
C -4.177 -3.097 0.744 -0.53
H -4.876 3.420 0.323 0.47
H 6.982 2.002 -0.604 0.39
C 7.216 0.137 0.418 -0.38
H -3.122 -0.100 1.898 0.40
C 0.160 -0.456 0.301 0.51
H -0.736 4.479 0.486 0.38
H 2.742 1.665 0.196 0.33
C -3.483 1.825 0.035 0.12
H 0.364 0.278 -2.194 0.34
C -3.542 -2.167 1.551 -0.54
C -2.834 4.096 0.419 -0.58
C -4.980 -1.322 -0.658 -0.63
H -2.981 -2.488 2.415 0.38
C -4.901 -2.669 -0.356 -0.46
C 0.176 -0.792 -2.130 -1.12
C -4.331 -0.392 0.147 0.35
H 8.284 0.247 0.532 0.38
N 2.253 0.789 0.062 0.00
C 0.273 2.073 0.066 -0.80
N -0.218 -1.150 -0.792 0.71
O 2.515 -1.457 -0.161 -0.60
C -1.138 2.402 0.117 0.58
H -5.405 -3.387 -0.987 0.38

***

2.
94
Properties=species:S:1:pos:R:3:mulliken_charge:R:1 method="wB97M-V/def2-TZVPD" energy_ev=-99400.4889 gap_ev=9.42 relative_energy_kj_mol=149.4 multiplicity=1
Mg -3.592 -0.047 -30.190 0.50
H 0.171 0.279 -30.450 -0.75
H -0.821 -3.178 -34.014 0.45
O -3.883 0.509 -32.110 -0.31
H -1.375 2.109 -25.920 0.38
H 1.215 2.679 -28.892 0.11
O -0.116 -5.462 -33.805 -0.33
C -5.326 -3.101 -32.666 1.28
H -5.795 -0.191 -33.831 0.39
H -5.434 -3.449 -30.486 0.34
H -1.950 -0.289 -30.777 -0.52
C 1.752 -2.744 -29.514 -0.42
C -4.321 -0.372 -35.446 0.15
H -5.238 -2.029 -32.469 -0.89
H -0.363 -1.262 -26.333 0.38
C 2.110 1.367 -30.281 -0.79
H -3.267 1.381 -36.195 0.33
H -1.370 -2.061 -31.085 -0.66
B -5.317 -0.894 -29.454 1.64
H -7.639 -5.404 -32.224 0.39
S -0.109 2.311 -31.517 1.15
C 1.058 3.551 -30.862 -1.01
C 2.337 -3.118 -30.869 0.26
C -4.854 -3.743 -31.362 -0.32
O 3.427 -3.619 -30.989 -0.59
C 0.084 -6.428 -34.742 0.48
H -3.796 -3.709 -31.117 -0.08
O -4.066 2.668 -33.433 -0.73
H 2.427 -2.196 -28.859 0.36
C -2.074 0.251 -24.881 -0.65
S -3.895 1.233 -33.374 1.01
H -4.080 -1.336 -35.001 -0.34
S -5.363 -5.450 -31.568 1.11
H -4.640 -3.323 -33.483 0.06
H -2.239 -1.580 -29.503 -0.54
O -2.873 0.289 -28.345 -1.08
C -1.787 -3.688 -34.046 -0.54
C -2.421 0.646 -34.326 0.03
C 1.387 -3.091 -32.050 -0.20
O -0.434 0.932 -28.101 -0.64
C -2.321 -1.116 -25.536 -0.66
H -1.815 -5.354 -32.685 0.30
H -4.912 -0.454 -36.357 0.46
H -2.152 -0.335 -33.933 -0.13
H -2.694 0.445 -24.007 0.37
C -6.753 -3.583 -32.939 -1.03
H -2.131 -1.907 -24.815 0.45
S -1.662 0.412 -27.527 1.05
H -2.231 -3.513 -35.024 0.43
H -1.602 1.356 -34.279 0.46
C -2.208 -6.204 -34.600 -0.28
H -5.160 -0.857 -30.568 -0.23
C -3.062 0.433 -35.692 -0.90
H -4.434 -1.465 -29.039 -0.11
H -7.047 -3.280 -33.943 0.39
B -2.169 -1.374 -30.615 1.54
H 1.951 -3.487 -32.893 0.46
C -1.504 -5.165 -33.714 0.30
C -2.100 1.304 -25.984 -0.81
H -7.415 -3.128 -32.205 0.36
H -1.546 -2.025 -27.424 0.21
H -2.414 -0.101 -36.392 0.43
H 0.574 4.414 -30.415 0.45
H 2.729 3.300 -29.518 0.49
C 0.884 0.849 -31.045 0.43
H -6.344 -1.378 -29.245 -0.22
H 1.448 -3.697 -29.079 0.35
H 1.700 3.818 -31.701 0.39
O -1.080 -6.893 -35.173 -0.39
C -5.157 0.451 -34.434 -0.92
H -5.775 1.194 -34.931 0.42
H -5.294 0.134 -28.992 -0.37
H 0.468 -3.667 -31.964 -0.05
H -3.119 1.615 -26.211 0.37
H 1.124 0.328 -31.968 0.56
O -0.182 2.374 -32.973 -0.85
H 1.058 -2.065 -32.228 0.03
C -6.718 -5.120 -32.730 -0.74
H -1.080 0.224 -24.418 0.32
H 0.873 -2.111 -29.663 -0.25
H -2.816 -6.901 -34.033 0.27
H 2.962 1.328 -30.961 0.37
H 2.312 0.728 -29.422 0.26
O -5.944 -5.985 -30.356 -0.74
H -2.771 -5.762 -35.420 0.27
C -1.371 -1.196 -26.744 -0.50
O -1.334 2.322 -30.735 -0.66
H -2.342 -3.285 -33.202 -0.43
O -4.327 -6.202 -32.256 -0.59
O 1.136 -6.771 -35.174 -0.55
C 1.819 2.767 -29.798 -0.44
H -3.346 -1.163 -25.910 0.28
H -6.590 -5.792 -33.576 0.39
H -3.184 -1.625 -31.029 -0.38

***

3.
71
Properties=species:S:1:pos:R:3:mulliken_charge:R:1 method="wB97M-V/def2-TZVPD" energy_ev=-1018835.0706 gap_ev=8.50 relative_energy_kj_mol=0.0 multiplicity=1
Br -3.180 3.890 -5.606 -0.14
H 0.283 9.647 0.412 0.34
H -0.651 4.750 -0.990 0.35
Br 7.013 -7.669 1.316 -0.14
H 6.117 -7.440 -2.335 0.35
H -4.304 7.537 -5.268 0.35
H 6.104 -5.666 -2.426 0.39
H -3.767 2.111 1.497 0.16
H 6.757 -6.670 3.576 0.37
C 5.485 -6.554 -2.342 -0.57
Br 1.894 -3.498 -3.700 -0.09
C 0.774 -1.919 -3.848 -0.57
H -2.709 6.766 -5.193 0.38
H 0.851 7.171 -0.097 0.29
H 0.428 9.235 2.132 0.37
H -0.554 1.371 3.578 0.22
C 0.238 8.840 1.140 -0.57
Br 3.877 -6.967 3.069 -0.12
C -3.687 1.385 2.297 0.59
H -1.796 0.848 1.328 0.38
H 5.194 -6.685 -0.223 -0.32
H 5.158 -8.459 4.567 0.35
Br -0.693 -4.004 -0.696 -0.08
H -4.418 5.660 -6.803 0.34
C -0.319 -3.967 2.145 -0.64
Br -1.902 4.413 1.133 -0.09
H -1.136 -4.681 2.138 0.40
C 1.192 7.740 0.762 -0.53
C -1.466 0.802 3.419 -1.15
C 1.393 -0.743 -3.143 -0.54
O -5.452 1.019 3.872 -0.35
C -4.341 5.446 -5.740 -0.56
H 7.411 -8.318 3.667 0.34
C 0.466 -3.961 0.862 -0.40
H 2.452 -0.634 -3.354 0.39
Br -1.115 1.883 -1.425 -0.14
C 6.641 -7.690 3.225 -0.56
H -0.196 -2.186 -3.441 0.29
C -2.233 1.001 2.313 -0.19
H 0.335 -4.170 2.990 0.34
S -5.056 -0.398 3.263 1.11
Br 1.228 -0.904 -1.212 -0.12
H 3.805 -7.262 -1.168 0.39
Br -1.083 -2.211 2.493 -0.01
Br 1.451 6.473 2.212 -0.12
C -1.710 4.610 -0.794 -0.34
C -2.291 3.433 -1.530 -0.14
C -4.284 1.854 3.642 -0.44
Br 3.758 -4.793 -0.897 -0.14
Br -3.979 6.440 -3.081 -0.13
H -1.681 0.040 4.163 0.41
C 5.272 -8.249 3.506 -0.61
H -4.723 2.841 3.547 0.32
H 5.064 -9.146 2.933 0.37
H 2.179 8.150 0.558 0.35
H 0.873 0.177 -3.404 0.27
Br -1.612 8.236 1.123 -0.14
C 4.604 -6.529 -1.125 0.08
O -6.155 -1.240 2.981 -0.60
H 1.091 -3.079 0.766 0.21
C -3.768 6.628 -5.006 -0.60
O -4.532 0.217 1.910 -0.37
H -3.257 3.126 -1.142 0.39
O -4.016 -0.910 4.091 -0.51
H -2.385 3.654 -2.591 0.00
H -5.311 5.147 -5.357 0.37
H -3.596 1.775 4.474 0.35
Br 4.447 -6.669 -3.985 -0.17
H 1.085 -4.851 0.777 0.19
H -2.247 5.521 -1.041 0.03
H 0.680 -1.715 -4.912 0.37

***

4.
159
Properties=species:S:1:pos:R:3:mulliken_charge:R:1 method="wB97M-V/def2-TZVPD" energy_ev=-313407.0183 gap_ev=7.96 charge=+1 multiplicity=1
S 0.369 -2.381 6.034 1.12
H -0.517 -2.839 -5.406 0.44
C 1.116 5.217 1.649 -0.86
S 1.783 3.584 3.582 1.30
H -3.130 2.276 -2.095 0.64
H 2.634 7.025 -6.095 0.38
H 1.313 -1.974 0.815 -0.21
C 4.186 5.476 -5.952 -0.61
H -3.444 -4.710 5.507 0.44
C 2.884 3.756 -7.091 -0.29
H -1.257 -1.709 -0.067 0.65
S -7.150 -1.474 -1.880 1.13
C -0.858 2.595 -5.259 -0.85
O 0.216 7.973 4.301 -0.62
H -0.730 10.680 5.757 0.39
H 1.024 1.870 2.110 0.10
H -7.951 -2.791 -3.692 0.35
O 1.001 2.879 4.569 -0.71
O -7.900 -0.350 -1.384 -0.68
C 1.004 0.145 6.307 -0.53
O -0.008 -3.154 4.867 -0.57
H -1.821 3.472 -3.581 0.51
C -0.458 1.402 -5.843 -1.09
O 2.335 5.434 -9.040 -0.67
C 1.558 2.806 1.970 -0.38
H 1.234 -4.330 -1.195 0.28
H -0.040 5.074 3.486 0.33
H -8.735 -3.003 0.083 0.33
F -0.193 -0.045 -0.713 -0.22
C -0.693 -3.575 0.720 0.20
C 1.393 11.265 5.644 -0.59
S -3.997 -6.797 4.509 1.10
O 0.013 -2.840 7.350 -0.72
C 4.060 0.119 -2.928 -0.09
H 1.024 3.709 0.063 0.32
N 2.817 -2.004 -4.717 -1.38
F 1.835 0.310 -0.162 -0.23
O 0.275 8.370 6.768 -0.66
H -0.364 -0.537 4.766 0.17
H 1.440 11.275 6.735 0.30
H -1.090 -0.541 6.397 0.50
C 2.879 -1.209 -5.657 0.53
C 5.091 -4.160 -1.110 -1.12
H -0.046 -7.125 -2.851 0.42
C -0.175 -0.692 5.829 -0.55
C 4.310 4.155 -6.726 -0.75
C 3.752 -1.050 -2.014 -0.11
H 5.761 -3.901 -1.920 0.31
Br -1.821 -5.136 0.949 -0.14
N -0.333 -2.100 -2.933 1.11
H -5.798 -3.047 -0.783 -0.08
C 2.528 -1.987 -2.319 2.02
H -6.557 -1.927 0.381 0.45
H -2.980 0.576 -1.746 0.34
N 1.890 -1.700 -3.660 1.77
C 2.134 -2.034 5.981 -0.84
C 0.999 5.133 3.167 -0.30
H 0.001 1.400 -6.822 0.65
C -1.672 1.356 -3.329 1.70
N 0.414 -2.833 -5.023 0.32
C 2.612 10.526 5.076 -0.69
O -4.037 -6.951 3.074 -0.60
Br -2.735 -3.198 -1.242 -0.05
C -1.015 -2.652 -0.519 -0.46
H -9.188 -4.441 -1.871 0.34
C -0.074 -4.972 -2.718 -0.37
H -2.575 -4.981 3.975 -0.35
H 5.506 -4.507 -0.177 0.32
H -0.018 10.612 4.121 0.35
S 2.968 -0.304 -6.892 -0.27
C -6.717 -2.534 -0.507 -0.29
C -2.970 -8.093 5.195 -0.78
C -8.239 -3.910 -1.823 -0.61
H 3.777 5.279 -4.959 0.26
H 2.550 -2.326 6.943 0.40
F 3.588 1.305 -2.508 -0.18
C 2.417 9.032 5.366 -0.58
H 3.542 10.888 5.509 0.34
H 2.866 -2.059 0.221 0.60
H -0.538 -1.734 1.883 0.32
O 4.747 0.057 -3.896 -0.53
H 2.333 3.400 -6.219 0.10
C 3.778 -4.038 -1.270 -0.41
H 2.667 10.688 3.998 0.31
C 2.255 -0.524 5.726 -0.37
N 0.513 -4.010 -1.813 0.84
S 2.117 5.282 -7.627 1.16
S 0.637 8.765 5.433 1.12
C -2.414 1.462 -2.015 -1.97
C -1.466 -1.154 -3.163 -0.94
C 0.171 10.475 5.186 -0.71
C -1.473 2.548 -4.021 -1.06
H 3.135 -4.391 -0.475 0.25
C -7.885 -3.505 -0.384 -0.72
F 1.243 0.405 -2.226 -0.24
H -3.078 -8.988 4.589 0.42
O 3.192 3.805 3.791 -0.75
H 2.138 5.482 1.368 0.34
C -8.281 -2.630 -2.669 -0.67
C -0.939 -2.747 1.993 -2.03
H 2.579 -2.633 5.191 0.43
C 3.229 6.382 -6.738 -0.69
H 1.139 -3.356 -5.488 0.32
H 3.749 6.982 -7.480 0.35
H -1.921 -6.044 6.746 0.29
C 1.401 -1.822 -1.231 0.06
H -1.025 -4.640 -3.119 0.31
H -0.708 3.523 -5.791 0.59
H -0.295 3.636 1.226 0.29
C 1.064 -0.273 -1.097 -0.40
C 0.777 3.815 1.119 -0.49
C -0.233 -6.364 -2.097 -1.30
H 0.448 5.975 1.246 0.40
H -9.266 -2.168 -2.667 0.36
H 1.497 5.941 3.694 0.00
H 2.549 2.610 1.564 0.33
H -0.807 -5.469 5.515 -0.01
H 1.348 12.297 5.301 0.35
H -1.249 -6.518 -1.743 0.29
H -2.003 -2.698 2.207 0.49
H 2.506 -4.088 -3.009 0.41
C -1.565 -7.498 5.187 -0.62
H -0.889 -8.071 5.821 0.38
C 3.171 -3.404 -2.489 -1.42
H 0.449 -6.512 -1.263 0.24
H 2.822 3.029 -7.899 0.34
C -2.892 -5.434 4.913 0.02
H 2.301 -0.335 4.651 0.07
H 5.153 5.956 -5.818 0.36
H -2.254 -1.687 -3.699 0.79
H -1.921 -0.911 -2.220 0.13
H 2.821 8.747 6.335 0.42
H -1.730 1.741 -1.216 0.14
H 3.167 -0.125 6.166 0.41
O -5.988 -1.271 -2.714 -0.60
H -3.320 -8.282 6.209 0.36
H -7.469 -4.580 -2.210 0.27
C -1.221 0.154 -3.895 0.27
C -0.643 0.210 -5.164 -0.22
N 1.896 -2.279 0.050 0.15
H -7.626 -4.367 0.228 0.37
H 0.337 -3.896 0.744 0.56
H 3.704 -0.659 -1.002 0.24
H 2.835 8.394 4.591 0.29
H -0.333 -0.691 -5.669 0.52
C -1.713 -6.050 5.675 -0.23
H 4.665 -1.636 -2.044 0.71
H 0.911 1.174 5.970 0.20
H -1.165 -7.508 4.171 0.25
O -5.219 -6.683 5.262 -0.70
H 0.572 -5.111 -3.600 0.37
H 4.896 4.310 -7.634 0.35
O 0.789 5.370 -7.070 -0.65
C 0.656 -2.211 -3.881 -2.32
H 4.012 -3.262 -3.164 0.84
H -0.434 -3.219 2.832 0.75
H 1.052 0.136 7.398 0.31
H 4.802 3.383 -6.136 0.35
C 0.092 -2.649 -1.621 -1.70